A:
ORCA calculation (ωB97M-V with the def2-TZVPD basis set) on C30H22N3O4PS2Ti as an isolated structure.

The geometry in XYZ format:
```
63
Properties=species:S:1:pos:R:3:mulliken_charge:R:1
Ti -0.0271 -0.1169 0.0627 -0.22
O 1.9557 0.4383 3.4902 -0.68
C 1.5988 0.2003 2.3646 0.33
O 0.3665 0.1169 1.9263 -0.49
C 2.6297 -0.0159 1.2709 0.68
C 3.9787 -0.0823 1.5542 -0.82
C 4.8582 -0.3205 0.5113 -0.24
C 4.3570 -0.4832 -0.7690 -0.89
C 2.9911 -0.3941 -0.9661 -0.28
N 2.1452 -0.1557 0.0351 0.54
H 4.2941 0.0420 2.5803 0.56
H 5.9232 -0.3860 0.6935 0.42
H 5.0058 -0.6835 -1.6100 0.43
H 2.5528 -0.5223 -1.9467 0.48
C -0.3399 -0.4505 -4.3001 -1.09
C -0.2081 -0.7372 -2.9292 -0.47
N -0.0137 0.2172 -2.0451 1.14
C 0.0471 1.5020 -2.4458 0.03
C -0.0636 1.8807 -3.7743 0.96
C -0.2613 0.8467 -4.7156 -0.74
C -0.0252 3.2801 -4.1179 -0.86
C 0.0799 4.2200 -3.1583 -0.98
C 0.1721 3.8514 -1.7677 0.99
C 0.2146 4.7877 -0.7111 -0.81
C 0.2564 4.3467 0.5787 -1.07
C 0.2803 2.9631 0.8317 -0.28
N 0.2768 2.0800 -0.1430 0.55
C 0.1921 2.5127 -1.4145 -0.13
H -0.5111 -1.2610 -4.9939 0.45
H -0.2693 -1.7408 -2.5264 0.64
H -0.3659 1.0965 -5.7651 0.45
H -0.1038 3.5633 -5.1601 0.43
H 0.0878 5.2717 -3.4166 0.43
H 0.1944 5.8477 -0.9360 0.45
H 0.2617 5.0321 1.4140 0.44
H 0.2914 2.5657 1.8385 0.60
O 0.2820 -1.9096 -0.1774 -0.44
O -1.1088 -1.5496 -0.0046 -0.36
S -4.1904 -1.7783 0.6995 -0.48
P -4.1167 0.0830 0.1736 0.62
S -2.3318 1.0960 0.0201 -0.01
C -5.1396 1.1528 1.2530 0.43
C -5.0596 2.5443 1.2266 -0.26
C -5.8948 3.3112 2.0241 -0.65
C -6.8178 2.6964 2.8623 -0.40
C -6.9009 1.3134 2.8960 -0.58
C -6.0652 0.5449 2.0938 -0.43
C -4.9216 0.3662 -1.4528 0.40
C -5.8116 -0.5945 -1.9212 -0.36
C -6.4801 -0.4129 -3.1262 -0.61
C -6.2644 0.7336 -3.8756 -0.40
C -5.3768 1.6990 -3.4152 -0.69
C -4.7091 1.5158 -2.2131 -0.24
H -4.3316 3.0281 0.5869 0.29
H -5.8237 4.3917 1.9972 0.38
H -7.4657 3.2960 3.4900 0.37
H -7.6126 0.8262 3.5513 0.39
H -6.1094 -0.5364 2.1182 0.31
H -5.9584 -1.4912 -1.3322 0.34
H -7.1670 -1.1727 -3.4787 0.39
H -6.7845 0.8759 -4.8152 0.38
H -5.2054 2.5980 -3.9954 0.40
H -4.0080 2.2643 -1.8647 0.27
```

Its LUMO energy is -1.09 eV. The HOMO energy is -7.4 eV. The orbital gap comes out at 6.353 eV. Its net charge is 0.

***

B:
ORCA calculation (ωB97M-V with the def2-TZVPD basis set) on C30H22N3O4PS2Ti as an isolated structure.

The geometry in XYZ format:
```
63
Properties=species:S:1:pos:R:3:mulliken_charge:R:1
Ti -1.9725 -0.5474 -0.9946 0.04
O -3.3310 1.0275 2.4615 -0.72
C -2.8984 0.3270 1.5759 0.47
O -2.8512 0.6288 0.3102 -0.16
C -2.3492 -1.0551 1.8786 0.60
C -2.5433 -1.6526 3.1061 -0.89
C -2.0351 -2.9272 3.2984 -0.40
C -1.3748 -3.5577 2.2557 -0.99
C -1.2515 -2.9013 1.0447 -0.21
N -1.7369 -1.6739 0.8631 0.54
H -3.0653 -1.1004 3.8736 0.55
H -2.1507 -3.4251 4.2524 0.45
H -0.9568 -4.5477 2.3684 0.45
H -0.7560 -3.3596 0.2012 0.48
C 1.5613 -1.7470 -3.6279 -1.13
C 0.6330 -1.6544 -2.5815 -0.10
N -0.3459 -0.7751 -2.5842 0.30
C -0.4577 0.0639 -3.6346 -0.16
C 0.4176 0.0502 -4.7215 0.94
C 1.4562 -0.8982 -4.6965 -0.69
C 0.2219 0.9917 -5.7883 -0.85
C -0.7874 1.8874 -5.7539 -0.91
C -1.6951 1.9294 -4.6423 0.62
C -2.7572 2.8431 -4.5307 -0.54
C -3.5638 2.8197 -3.4212 -1.02
C -3.3119 1.8810 -2.4151 -0.03
N -2.3260 1.0083 -2.5090 0.41
C -1.5240 1.0220 -3.5948 0.32
H 2.3534 -2.4788 -3.5606 0.45
H 0.7308 -2.2810 -1.7045 0.34
H 2.1637 -0.9413 -5.5154 0.42
H 0.9076 0.9682 -6.6259 0.41
H -0.9268 2.5943 -6.5618 0.40
H -2.9264 3.5635 -5.3218 0.43
H -4.3839 3.5133 -3.3067 0.42
H -3.9020 1.8346 -1.5084 0.56
O -3.5730 -1.3581 -1.1739 -0.23
O -2.5472 -1.9815 -1.9439 -0.27
S 1.9704 -2.1760 0.5106 -0.52
P 1.4807 -0.3483 1.0833 1.14
S 0.2043 0.7430 -0.0524 -0.41
C 2.9642 0.7043 1.2583 0.44
C 2.8411 2.0831 1.4166 -0.34
C 3.9691 2.8657 1.6048 -0.71
C 5.2277 2.2789 1.6347 -0.43
C 5.3539 0.9080 1.4732 -0.55
C 4.2249 0.1207 1.2898 -0.43
C 0.8210 -0.3756 2.7907 0.66
C 1.1271 -1.4358 3.6383 -0.55
C 0.6755 -1.4304 4.9506 -0.71
C -0.0884 -0.3710 5.4213 -0.51
C -0.4026 0.6851 4.5769 -0.69
C 0.0537 0.6845 3.2678 -0.57
H 1.8622 2.5435 1.3775 0.35
H 3.8659 3.9366 1.7250 0.39
H 6.1080 2.8923 1.7796 0.37
H 6.3331 0.4466 1.4906 0.40
H 4.3138 -0.9499 1.1565 0.30
H 1.7105 -2.2645 3.2569 0.43
H 0.9189 -2.2580 5.6056 0.44
H -0.4441 -0.3709 6.4442 0.40
H -1.0199 1.5022 4.9268 0.40
H -0.2157 1.4952 2.6020 0.37
```

Its LUMO energy is -0.93 eV. The HOMO energy is -7.9 eV. The orbital gap comes out at 6.980 eV. Its net charge is 0.

***

The data favor B; the next most stable structure lies 0.448 eV above it.

***

A:
ORCA calculation (ωB97M-V with the def2-TZVPD basis set) on one molecule with the formula ClH2PS.

The geometry in XYZ format:
```
5
Properties=species:S:1:pos:R:3:mulliken_charge:R:1
S 1.9682 -0.1320 0.3805 -0.35
P 0.0307 -0.1532 0.1046 0.28
Cl -0.7256 1.6192 -0.0614 -0.14
H -0.3871 -0.4828 -1.2548 0.09
H -0.8861 -0.8513 0.8311 0.12
```

Its LUMO energy is 0.64 eV. The SMILES is S=[PH2]Cl. The HOMO energy is -9.4 eV. The orbital gap comes out at 10.032 eV. Its net charge is 0.

***

B:
ORCA calculation (ωB97M-V with the def2-TZVPD basis set) on ClH2PS as an isolated structure.

The geometry in XYZ format:
```
5
Properties=species:S:1:pos:R:3:mulliken_charge:R:1
P 0.8393 0.4842 0.0602 0.08
S -0.7214 -0.8359 0.1791 0.02
Cl -3.0596 0.5870 0.1502 -0.26
H 1.5936 -0.3801 0.7202 0.08
H 1.3480 0.1447 -1.1096 0.08
```

Its LUMO energy (alpha / beta) is -2.98 / -3.09 eV. The HOMO energy (alpha / beta) is -10.1 / -10.1 eV. The orbital gap (alpha / beta) comes out at 7.096 / 6.972 eV. Its net charge is 0.

***

C:
ORCA calculation (ωB97M-V with the def2-TZVPD basis set) on a 2-piece molecular cluster, ClH2PS overall.

The geometry in XYZ format:
```
5
Properties=species:S:1:pos:R:3:mulliken_charge:R:1
P -1.1605 0.7555 -0.8198 0.12
S 0.3533 -1.2524 1.2652 -0.13
Cl 1.9958 -1.3826 0.0400 -0.13
H -1.3875 1.3317 0.3748 0.09
H 0.1988 0.5477 -0.8602 0.05
```

Its LUMO energy is -3.07 eV. The HOMO energy is -8.9 eV. The orbital gap comes out at 5.861 eV. Its net charge is 0.

***

The data favor A; the next most stable structure lies 2.581 eV above it.

***

A:
ORCA calculation (ωB97M-V with the def2-TZVPD basis set) on C6H19BrCuN5O3 as an isolated structure.

The geometry in XYZ format:
```
35
Properties=species:S:1:pos:R:3:lowdin_spin:R:1
Cu -4.9056 -13.6163 -11.5557 0.00
Br -6.1344 -14.2404 -13.8815 0.01
C -10.1587 -12.4305 -11.9400 0.00
O -11.3914 -12.4092 -11.8175 0.00
N -9.4867 -13.4220 -12.3558 0.00
N -9.3874 -11.5025 -11.5053 0.00
H -10.0534 -14.2575 -12.3857 0.00
H -8.4926 -13.3061 -12.4913 0.00
H -9.8186 -10.6681 -11.1340 0.00
H -8.3900 -11.5917 -11.3732 0.00
C -3.1871 -16.4494 -15.3806 0.00
O -2.2647 -17.0275 -14.8197 0.00
N -4.3329 -17.0946 -15.7198 0.00
N -3.2156 -15.1700 -15.6888 0.00
H -5.1136 -16.4861 -15.9207 0.00
H -4.4511 -18.0736 -15.5014 0.00
H -4.1266 -14.7341 -15.6793 0.00
H -2.3821 -14.8128 -15.2441 0.00
C -10.5599 -14.1976 -17.5788 0.08
C -9.1825 -13.6661 -17.2560 0.11
C -9.1582 -12.5374 -16.2307 0.02
O -10.1825 -11.6191 -16.3178 0.01
C -10.0913 -10.5832 -15.3382 0.00
N -8.4714 -14.8378 -16.7104 0.66
H -11.1228 -13.5407 -18.2419 0.01
H -11.0987 -14.1173 -16.6347 0.00
H -10.7362 -15.2168 -17.9224 0.00
H -8.6775 -13.2450 -18.1253 0.04
H -8.2078 -12.0544 -16.4577 0.01
H -9.0974 -12.9562 -15.2263 0.01
H -10.0075 -10.9676 -14.3217 0.00
H -10.9963 -9.9931 -15.1940 0.00
H -9.2504 -9.8896 -15.3461 0.00
H -7.8142 -14.7345 -15.9504 0.02
H -7.8045 -15.2155 -17.3681 0.02
```

Its LUMO energy (alpha / beta) is -5.39 / -8.66 eV. The HOMO energy (alpha / beta) is -12.0 / -12.0 eV. The orbital gap (alpha / beta) comes out at 6.580 / 3.300 eV. Its net charge is +1. As for the spin multiplicity: 2.

***

B:
ORCA calculation (ωB97M-V with the def2-TZVPD basis set) on C6H19BrCuN5O3 as an isolated structure.

The geometry in XYZ format:
```
35
Properties=species:S:1:pos:R:3:lowdin_spin:R:1
Cu -1.7451 -2.7935 3.4276 0.00
Br -1.1429 -0.7005 1.9978 0.01
C -3.3159 1.7832 -0.6233 0.00
O -4.0175 2.1879 -1.5310 0.00
N -2.3378 2.5010 0.0170 0.00
N -3.2877 0.4687 -0.2070 0.00
H -1.7885 2.0166 0.6979 0.00
H -2.2578 3.4837 -0.1774 0.00
H -3.8622 -0.0976 -0.8118 0.00
H -2.7624 0.1532 0.5923 0.00
C 2.2668 0.1179 4.6999 0.00
O 1.3444 -0.4545 5.2849 0.00
N 2.1042 0.5020 3.4141 0.00
N 3.4380 0.4994 5.2673 0.00
H 1.1913 0.2271 3.0897 0.00
H 2.8239 0.7980 2.7829 0.00
H 3.5652 0.5651 6.2616 0.00
H 4.0965 1.0596 4.7559 0.00
C 1.8086 -2.0550 -2.5989 0.02
C 0.8540 -1.4380 -1.5895 0.12
C -0.1968 -0.4460 -2.1662 0.10
O 0.4821 0.6720 -2.6207 0.02
C -0.3768 1.6558 -3.1693 0.01
N 0.1206 -2.5393 -1.0149 0.66
H 1.2844 -2.5619 -3.4092 0.00
H 2.4689 -2.7887 -2.1334 0.00
H 2.5168 -1.2913 -2.9191 0.00
H 1.4049 -0.8533 -0.8480 0.01
H -1.0046 -0.2818 -1.4444 0.00
H -0.6581 -0.9786 -3.0094 0.00
H -1.1907 1.9227 -2.4850 0.00
H -0.9997 1.3720 -4.0274 0.00
H 0.1178 2.5649 -3.4977 0.00
H -0.4274 -2.9969 -1.7478 0.02
H -0.5162 -2.2738 -0.2574 0.02
```

Its LUMO energy (alpha / beta) is -4.88 / -8.34 eV. The HOMO energy (alpha / beta) is -12.1 / -12.1 eV. The orbital gap (alpha / beta) comes out at 7.171 / 3.710 eV. Its net charge is +1. As for the spin multiplicity: 2.

***

The data favor B; the next most stable structure lies 2.082 eV above it.

***

A:
ORCA calculation (ωB97M-V with the def2-TZVPD basis set) on one molecule with the formula CH2N4O.

The geometry in XYZ format:
```
8
Properties=species:S:1:pos:R:3:mulliken_charge:R:1
H -2.2258 -0.9822 0.1781 0.26
N -1.6957 -0.0646 -0.0122 -0.66
C -0.4487 -0.1618 -0.1299 0.50
N 0.3744 0.8633 -0.1317 -0.04
N 1.7421 0.5054 0.0302 -0.25
N 1.7487 -0.7402 -0.0461 0.07
O 0.4828 -1.2201 -0.0481 -0.18
H 0.0221 1.8002 0.1597 0.30
```

Its LUMO energy is 0.73 eV. The SMILES is [H]/N=c1/[nH]nno1. The HOMO energy is -9.8 eV. The orbital gap comes out at 10.491 eV. Its net charge is 0.

***

B:
ORCA calculation (ωB97M-V with the def2-TZVPD basis set) on one molecule with the formula CH2N4O.

The geometry in XYZ format:
```
8
Properties=species:S:1:pos:R:3:mulliken_charge:R:1
H -2.1602 0.5390 -0.5032 0.26
N -1.6664 -0.3825 -0.0700 -0.67
C -0.3569 -0.4109 -0.1051 0.60
N 0.5430 -1.3485 0.0911 -0.27
N 1.7181 -0.8467 -0.1428 0.02
O 1.5772 0.4663 -0.1109 -0.05
N 0.3682 0.7657 -0.0598 -0.23
H -0.0231 1.2176 0.9007 0.33
```

Its LUMO energy is -0.98 eV. The SMILES is [H]/N=c1/nno[nH]1. The HOMO energy is -9.5 eV. The orbital gap comes out at 8.553 eV. Its net charge is 0.

***

The data favor A; the next most stable structure lies 2.925 eV above it.

***

A:
ORCA calculation (ωB97M-V with the def2-TZVPD basis set) on one molecule with the formula CH2N4O.

The geometry in XYZ format:
```
8
Properties=species:S:1:pos:R:3:mulliken_charge:R:1
O 1.6365 -0.3434 -0.0851 -0.53
N 0.4095 -0.1708 -0.1827 0.55
C -0.3649 0.8957 -0.1178 0.01
N -1.6936 0.3375 0.0452 -0.31
N -1.5474 -1.0089 -0.0446 -0.22
N -0.3375 -1.3388 -0.1779 -0.20
H 1.9033 -0.4111 0.9057 0.39
H -0.0060 2.0399 -0.3428 0.31
```

Its LUMO energy is 0.00 eV. The SMILES is On1cnnn1. The HOMO energy is -10.6 eV. The orbital gap comes out at 10.578 eV. Its net charge is 0.

***

B:
ORCA calculation (ωB97M-V with the def2-TZVPD basis set) on CH2N4O as an isolated structure.

The geometry in XYZ format:
```
8
Properties=species:S:1:pos:R:3:mulliken_charge:R:1
C 0.5742 0.3773 0.1860 0.44
H 1.7378 1.4404 1.5533 0.31
H 0.8539 0.1060 -1.9543 0.32
N 1.1960 1.5285 0.3936 -0.57
N -0.1646 -0.3111 1.0976 -0.20
N -1.2602 -0.6134 0.4543 0.01
N 0.4669 -0.2911 -1.0233 -0.20
O -0.9629 -0.7500 -0.8963 -0.11
```

Its LUMO energy is -0.63 eV. The HOMO energy is -9.8 eV. The orbital gap comes out at 9.208 eV. Its net charge is 0.

***

C:
ORCA calculation (ωB97M-V with the def2-TZVPD basis set) on CH2N4O as an isolated structure.

The geometry in XYZ format:
```
8
Properties=species:S:1:pos:R:3:mulliken_charge:R:1
C 0.7385 -0.0506 -0.0380 0.61
H 2.5658 0.7345 -0.0861 0.28
H -2.3090 -0.9799 0.7223 0.38
N 2.0105 -0.1858 0.1431 -0.63
N 0.0455 1.1173 -0.0482 -0.23
N -1.2101 0.8095 0.0155 -0.18
N -1.3924 -0.4380 -0.0070 0.02
O -0.1077 -1.0715 -0.1415 -0.25
```

Its LUMO energy is -0.82 eV. The HOMO energy is -9.4 eV. The orbital gap comes out at 8.599 eV. Its net charge is 0.

***

D:
ORCA calculation (ωB97M-V with the def2-TZVPD basis set) on a 2-piece molecular cluster, CH2N4O overall.

The geometry in XYZ format:
```
8
Properties=species:S:1:pos:R:3:mulliken_charge:R:1
C -0.3922 1.0924 0.0825 -0.02
H 2.2109 -0.8919 0.9218 0.39
H -0.2886 2.2358 0.3793 0.33
N 0.6112 0.0949 0.0710 0.55
N -1.4260 0.5171 -0.0665 -0.23
N -1.2283 -0.8361 -0.0813 -0.32
N -0.0534 -1.0820 0.0754 -0.12
O 1.8884 0.1556 -0.2233 -0.57
```

Its LUMO energy is -2.02 eV. The HOMO energy is -10.1 eV. The orbital gap comes out at 8.124 eV. Its net charge is 0.

***

The data favor A; the next most stable structure lies 0.176 eV above it.

***

A:
ORCA calculation (ωB97M-V with the def2-TZVPD basis set) on one molecule with the formula CH2N4O.

The geometry in XYZ format:
```
8
Properties=species:S:1:pos:R:3:mulliken_charge:R:1
H 2.3550 0.3750 1.1233 0.25
N 2.0467 -0.1319 0.3235 -0.50
C 0.8226 0.1447 0.0846 0.47
N 0.0777 -0.9019 -0.7133 -0.05
N -1.1032 -0.6904 -0.7534 -0.17
N -1.4551 0.4365 0.0600 -0.07
O -0.2852 0.9586 0.6099 -0.24
H -1.9714 0.1024 1.0720 0.32
```

Its LUMO energy is -0.15 eV. The SMILES is [H]/N=c1/nn[nH]o1. The HOMO energy is -10.1 eV. The orbital gap comes out at 9.983 eV. Its net charge is 0.

***

B:
ORCA calculation (ωB97M-V with the def2-TZVPD basis set) on one molecule with the formula CH2N4O.

The geometry in XYZ format:
```
8
Properties=species:S:1:pos:R:3:mulliken_charge:R:1
H -2.1745 0.4625 -0.0924 0.26
N -1.6478 -0.4307 -0.1546 -0.49
C -0.4407 -0.2317 -0.0773 0.42
N 0.4383 -1.3845 0.0176 -0.19
N 1.6003 -0.9850 -0.1508 0.03
O 1.6425 0.3833 -0.1161 -0.09
N 0.3611 0.9307 -0.1701 -0.21
H 0.2208 1.2554 0.7437 0.28
```

Its LUMO energy is -0.12 eV. The SMILES is [H]/N=c1/nno[nH]1. The HOMO energy is -10.5 eV. The orbital gap comes out at 10.369 eV. Its net charge is 0.

***

C:
ORCA calculation (ωB97M-V with the def2-TZVPD basis set) on one molecule with the formula CH2N4O.

The geometry in XYZ format:
```
8
Properties=species:S:1:pos:R:3:mulliken_charge:R:1
H 0.8309 -0.5529 -2.0368 0.25
N 0.9760 0.2702 -1.4776 -0.55
C 0.2656 0.2434 -0.4005 0.46
N 0.1416 1.3985 0.4335 -0.18
N -0.6068 1.1227 1.4029 0.00
O -1.1024 -0.1613 1.3186 -0.08
N -0.5796 -0.7783 0.1790 -0.21
H 0.0745 -1.5423 0.5810 0.30
```

Its LUMO energy is -0.43 eV. The SMILES is [H]/N=c1/nno[nH]1. The HOMO energy is -10.2 eV. The orbital gap comes out at 9.802 eV. Its net charge is 0.

***

D:
ORCA calculation (ωB97M-V with the def2-TZVPD basis set) on one molecule with the formula CH2N4O.

The geometry in XYZ format:
```
8
Properties=species:S:1:pos:R:3:mulliken_charge:R:1
H -0.1112 1.3289 1.5408 0.20
N -0.7198 1.5514 0.5790 -0.60
C -0.4805 0.4427 -0.0761 0.51
N 0.2981 -0.5833 0.3343 0.03
N 0.7395 -1.4474 -0.6218 -0.23
N 0.3030 -0.9402 -1.7304 0.05
O -0.4500 0.3159 -1.4223 -0.22
H 0.4209 -0.6680 1.3965 0.26
```

Its LUMO energy is 0.10 eV. The SMILES is [H]/N=c1\[nH]nno1. The HOMO energy is -9.7 eV. The orbital gap comes out at 9.780 eV. Its net charge is 0.

***

The data favor D; the next most stable structure lies 0.099 eV above it.